1.
This record from the OMol25 dataset describes one molecule with the formula C2H6N4S in a non-equilibrium geometry. The level of theory is ωB97M-V with the def2-TZVPD basis set.

Bonds (Å) are listed after each position.
Cartesian coordinates (Å):
1 C 0.94 0.83 -0.40  H5 1.073, N10 1.333, S13 1.735
2 C -2.21 -0.51 0.26  H7 1.081, N11 1.463, N12 1.245
3 H 3.28 0.18 -0.39  N9 1.020
4 H 2.95 -1.22 0.61  N9 0.981
5 H 1.62 1.41 -0.99  C1 1.073
6 H -1.26 0.43 1.58  N11 1.023
7 H -2.32 -1.11 1.16  C2 1.081
8 H -2.25 -0.46 -1.52  N12 0.946
9 N 2.68 -0.58 -0.08  H3 1.020, H4 0.981, N10 1.469
10 N 1.24 -0.35 0.15  C1 1.333, N9 1.469
11 N -1.56 0.73 0.65  C2 1.463, H6 1.023, S13 1.621
12 N -2.53 -1.03 -0.82  C2 1.245, H8 0.946
13 S -0.57 1.67 -0.22  C1 1.735, N11 1.621

As for the SMILES: [H]/N=C\NS/C=N/N. The spin multiplicity is 1. Its HOMO energy is -8.4 eV. The molecular weight is 118.2 g/mol. Its largest force on an atom is 5.11 eV/A. The value obtained for the HOMO-LUMO gap is 9.1 eV.

From a Mulliken analysis of the wavefunction, the atomic charges in e read: C -0.045; C 0.020; H 0.227; H 0.227; H 0.280; H 0.310; H 0.283; H 0.254; N -0.485; N -0.203; N -0.322; N -0.516; S -0.030

2.
This record from the OMol25 dataset describes a 2-piece molecular cluster, C2H6N4S overall in a non-equilibrium geometry. The level of theory is ωB97M-V with the def2-TZVPD basis set.

Bonds (Å) are listed after each position.
Cartesian coordinates (Å):
1 C -0.90 -0.90 -0.16  C2 1.460, N5 1.218, S7 1.893
2 C -1.47 0.25 -0.87  C1 1.460, H8 1.167, H9 1.114, H10 1.007
3 N 1.74 -0.16 0.19  N4 1.122
4 N 2.18 0.87 0.21  N3 1.122, N6 1.206
5 N -0.27 -1.86 -0.56  C1 1.218, H11 0.985
6 N 2.68 1.94 -0.04  N4 1.206, H12 1.023
7 S -0.95 -0.32 1.64  C1 1.893, H13 1.351
8 H -0.96 1.26 -0.57  C2 1.167
9 H -2.58 0.31 -0.92  C2 1.114
10 H -1.31 0.14 -1.86  C2 1.007
11 H 0.27 -2.57 -0.15  N5 0.985
12 H 2.67 2.52 0.81  N6 1.023
13 H -1.10 -1.50 2.28  S7 1.351

The spin multiplicity is 1. Its HOMO energy is -9.0 eV. The molecular weight is 118.2 g/mol. Its largest force on an atom is 3.82 eV/A. The value obtained for the HOMO-LUMO gap is 9.8 eV.

From a Mulliken analysis of the wavefunction, the atomic charges in e read: C 0.615; C -1.086; N -0.412; N 0.885; N -0.592; N -0.732; S -0.262; H 0.245; H 0.321; H 0.377; H 0.256; H 0.256; H 0.127